Record 1
This record from the Open Molecules 2025 dataset describes a 5-piece molecular cluster, C20H40O5 overall at a distorted geometry. The level of theory is wB97M-V/def2-TZVPD.

```
65
Properties=species:S:1:pos:R:3:forces:R:3
C -5.840 34.413 11.029 0.96 -0.23 -0.18
C -7.295 34.026 10.856 -0.51 0.10 0.08
C -7.504 33.086 12.047 0.13 1.83 0.66
O -6.763 33.783 13.089 -0.38 -0.27 0.29
C -5.608 34.373 12.540 0.68 -1.01 -0.46
H -5.469 35.356 10.626 -0.56 0.12 -0.25
H -5.216 33.643 10.575 0.09 -0.15 -0.17
H -7.534 33.570 9.895 -0.01 0.06 0.05
H -7.930 34.897 11.012 -0.12 -0.01 -0.16
H -7.165 32.074 11.829 0.27 -0.17 0.28
H -8.502 33.100 12.486 -0.15 -0.41 -0.58
H -4.786 33.695 12.773 0.43 -0.03 -0.06
H -5.291 35.338 12.934 -0.84 0.11 0.44
C -0.951 33.975 6.625 1.71 -0.66 1.71
C -2.156 34.633 6.076 -1.48 0.74 0.06
C -2.072 34.434 4.564 0.40 -0.21 1.87
O -0.882 33.734 4.358 1.15 -0.69 -1.38
C -0.337 33.093 5.555 -1.10 1.58 1.15
H -1.035 33.320 7.493 -0.76 0.22 0.20
H -0.276 34.756 6.975 0.44 -0.20 -0.32
H -2.130 35.706 6.270 -0.16 -0.06 0.13
H -3.069 34.234 6.518 -0.14 0.06 -0.30
H -2.162 35.323 3.940 0.37 -0.20 -0.42
H -2.872 33.744 4.295 -0.40 -0.55 -0.69
H 0.741 33.061 5.708 0.17 0.11 -1.38
H -0.721 32.074 5.609 -0.27 -0.24 -0.56
C -11.650 30.880 10.507 -0.71 0.91 0.87
C -10.377 30.132 10.802 0.74 -1.02 -1.02
C -9.391 30.684 9.761 -0.78 0.37 0.24
O -9.745 32.078 9.659 -0.07 -0.07 0.13
C -11.172 32.205 9.868 -0.01 -0.78 0.35
H -12.099 31.170 11.457 -0.16 -0.18 0.09
H -12.462 30.360 10.000 0.51 -0.18 -0.48
H -10.475 29.060 10.628 -0.08 -0.11 0.31
H -10.023 30.299 11.819 0.05 0.06 -0.10
H -9.496 30.218 8.781 -0.40 -0.19 -0.15
H -8.346 30.509 10.019 0.12 0.64 0.32
H -11.711 32.449 8.953 0.26 -0.01 -0.18
H -11.409 32.951 10.627 0.61 0.55 -0.36
C -4.609 29.448 11.671 -1.13 0.68 1.93
C -4.348 28.544 10.526 0.07 0.26 -0.94
C -2.929 28.946 10.214 1.40 0.03 -1.49
O -2.580 30.226 10.771 -1.11 -0.39 0.40
C -3.375 30.304 11.960 -0.02 -0.56 -0.10
H -4.780 28.790 12.524 -0.51 0.53 0.32
H -5.437 30.140 11.514 -0.34 -0.38 0.08
H -5.000 28.736 9.673 -0.04 0.09 0.04
H -4.483 27.493 10.780 0.32 0.07 -0.02
H -2.814 29.122 9.145 0.38 -0.52 -0.15
H -2.239 28.184 10.575 0.27 0.02 -0.08
H -3.661 31.328 12.202 0.34 0.07 -0.16
H -2.843 29.861 12.802 0.32 0.18 0.10
C -4.452 31.486 7.666 2.72 2.29 1.51
C -3.776 30.981 6.444 -0.56 0.56 -1.02
C -4.967 31.135 5.434 1.02 -0.47 1.07
O -6.133 31.091 6.271 -0.45 -0.29 -1.50
C -5.765 30.889 7.622 -0.69 -0.55 -0.05
H -4.547 32.570 7.604 -0.29 0.35 -0.24
H -3.809 31.399 8.542 -0.35 -0.69 0.41
H -3.428 29.972 6.662 0.01 -0.13 -0.67
H -2.962 31.636 6.132 0.37 -0.20 0.03
H -4.861 30.396 4.640 -0.84 -0.40 0.15
H -4.937 32.102 4.932 0.00 0.32 0.07
H -5.647 29.822 7.808 -0.61 -0.24 0.37
H -6.463 31.412 8.275 -0.29 -0.47 -0.08
```
Forces are in eV/Å.

Properties
- gap between HOMO and LUMO (alpha / beta) (eV) = 8.23 / 1.95
- HOMO level (alpha / beta) (eV) = -11.138 / -11.138
- 2S+1 = 2
- charge = +1
- calculated total energy (Ha) = -1161.7454
- relative energy (zero: lowest compared OMol25 entry of this formula, charge and spin) (kJ/mol) = 0.00


Record 2
This record from the Open Molecules 2025 dataset describes C36H62AsF6N2O30P4 as an isolated structure at a distorted geometry. The level of theory is wB97M-V/def2-TZVPD.

```
141
Properties=species:S:1:pos:R:3:forces:R:3
As 2.566 1.167 -0.529 0.35 0.71 -1.54
F 3.999 1.798 0.276 -0.87 -0.02 0.45
F 1.670 0.971 0.990 0.66 -0.07 -1.17
F 1.155 0.518 -1.529 1.96 0.75 1.39
F 3.580 1.474 -2.026 -1.65 -0.56 1.04
F 3.314 -0.447 -0.380 -1.08 0.99 -0.20
F 1.874 2.846 -0.657 0.64 -1.77 0.05
C -7.645 0.105 -1.129 -2.48 -0.17 0.10
C -8.689 0.582 -1.921 1.05 -0.48 -0.93
C -8.431 1.513 -3.122 -0.03 0.52 -2.57
O -9.294 1.875 -3.976 2.01 -1.41 3.22
C -7.000 1.827 -3.286 0.53 -0.33 1.13
C -6.045 1.421 -2.387 -1.49 0.15 -0.17
C -6.243 0.440 -1.262 0.77 -0.20 0.06
O -5.243 0.011 -0.642 -2.64 0.92 -1.30
O -4.855 1.929 -2.382 1.41 1.01 -1.25
O -9.950 0.140 -1.800 0.50 -0.40 1.77
H -7.937 -0.604 -0.368 0.06 -0.18 0.09
H -6.610 2.437 -4.087 -0.50 0.23 -0.14
H -4.265 1.365 -1.878 0.35 -0.37 0.64
H -10.482 -0.046 -2.577 0.49 0.70 -0.67
C 2.267 7.138 3.707 0.45 0.25 -1.00
C 2.790 7.851 2.644 2.42 -0.87 -0.55
C 2.537 9.332 2.313 -0.27 1.80 -0.67
O 3.044 10.126 1.479 -0.77 -3.41 2.13
C 1.483 9.799 3.179 -0.84 1.53 -0.12
C 0.897 9.138 4.163 -1.30 -0.67 1.66
C 1.261 7.696 4.599 -0.47 2.61 -1.41
O 0.641 7.284 5.545 0.39 -1.21 0.25
O -0.104 9.746 4.896 1.13 0.18 -1.25
O 3.797 7.389 1.829 -1.31 0.67 0.78
H 2.581 6.115 3.856 0.10 -0.12 -0.01
H 1.064 10.775 2.983 0.23 0.26 -0.16
H -0.663 9.130 5.377 0.40 -0.69 0.15
H 4.131 6.524 2.078 -0.19 -0.38 0.17
C -4.250 7.966 -1.298 1.47 0.59 -0.67
C -2.930 7.773 -1.624 -0.81 -1.09 0.14
C -2.310 8.180 -2.943 -3.12 1.58 0.20
O -1.190 7.958 -3.285 0.96 -0.57 0.11
C -3.290 8.966 -3.753 -0.28 -0.62 0.54
C -4.627 9.077 -3.470 1.69 0.18 -1.33
C -5.243 8.599 -2.221 -1.41 -1.25 3.43
O -6.454 8.652 -1.858 3.22 0.41 -2.16
O -5.369 9.667 -4.398 -0.51 0.48 -0.62
O -2.130 7.072 -0.808 -0.54 0.23 0.55
H -4.513 7.694 -0.286 -0.51 -0.19 -0.14
H -2.847 9.352 -4.660 -0.43 0.13 -0.24
H -6.312 9.601 -4.228 -0.28 -0.07 0.48
H -1.448 6.624 -1.314 0.56 0.16 -0.28
C -2.172 0.927 5.638 0.16 -1.32 0.81
O -2.014 -0.051 6.375 0.32 1.28 -0.68
N -3.328 1.197 5.044 -3.61 0.90 -1.62
C -3.644 2.342 4.168 -0.15 0.69 1.06
C -4.578 0.404 5.224 2.23 -1.27 -0.67
H -1.409 1.668 5.354 0.30 -0.16 0.25
H -4.722 2.476 4.081 -0.19 -0.87 -0.14
H -3.275 2.320 3.143 0.53 0.02 0.31
H -3.499 3.259 4.738 1.14 0.34 -0.46
H -4.829 -0.015 4.250 -0.29 0.36 -0.30
H -4.221 -0.493 5.730 -0.76 0.21 0.93
H -5.426 0.980 5.594 0.35 -0.17 0.47
C 11.452 -1.024 -1.127 1.21 -0.35 1.22
O 12.189 -1.385 -0.207 -0.60 0.13 -1.00
N 10.256 -0.466 -0.960 -0.66 0.42 -0.76
C 9.479 -0.010 -2.094 -0.69 -0.22 -0.65
C 9.574 -0.342 0.300 -0.24 -0.07 0.20
H 11.726 -1.110 -2.190 0.14 -0.04 0.01
H 9.297 1.058 -2.209 0.83 0.39 0.43
H 8.441 -0.341 -2.042 0.02 -0.67 0.18
H 9.895 -0.384 -3.029 0.09 0.02 0.09
H 10.096 -0.766 1.158 0.41 0.21 -0.38
H 9.375 0.722 0.431 -0.27 -0.08 0.45
H 8.647 -0.907 0.197 -0.30 0.27 0.19
C 7.297 -4.124 -9.050 0.65 -0.46 -1.23
O 6.169 -3.787 -8.220 -0.69 -0.92 0.31
P 4.763 -4.635 -8.404 1.95 0.21 0.19
O 4.472 -4.874 -9.812 -0.54 -0.15 0.00
O 3.624 -3.844 -7.630 0.70 -0.62 -1.83
C 3.686 -3.408 -6.324 1.08 0.98 2.56
O 5.058 -5.956 -7.524 -1.00 0.28 -0.24
C 4.012 -6.995 -7.563 0.53 0.47 -0.65
H 7.438 -3.438 -9.885 -0.76 0.23 -0.01
H 7.297 -5.123 -9.487 -0.92 -0.12 0.01
H 8.307 -4.139 -8.641 -0.45 0.49 1.53
H 3.843 -2.332 -6.247 -1.03 0.30 -0.48
H 4.583 -3.653 -5.757 0.32 -1.08 -0.35
H 2.856 -3.778 -5.723 -0.21 0.28 -0.35
H 4.387 -7.783 -8.217 0.17 -0.27 0.52
H 3.104 -6.676 -8.076 -0.03 0.48 0.23
H 3.779 -7.294 -6.541 0.25 -0.09 -0.21
C 3.198 1.460 10.358 0.37 0.20 1.10
O 4.032 0.813 9.412 0.26 -2.56 -0.90
P 4.160 -0.833 9.341 -0.70 -1.87 -0.36
O 2.978 -1.758 9.610 2.33 2.75 -0.44
O 4.835 -1.112 7.858 0.52 0.16 3.69
C 4.225 -0.635 6.732 -0.84 1.03 -2.26
O 5.409 -1.132 10.323 -0.17 0.01 -0.89
C 5.882 -2.497 10.551 -0.80 0.29 0.67
H 2.253 1.829 9.960 0.04 -0.46 -0.24
H 3.760 2.320 10.723 0.03 0.08 -0.13
H 3.072 0.810 11.224 -0.49 0.03 -0.04
H 4.918 -0.563 5.894 0.43 -0.46 0.18
H 3.933 0.408 6.847 -0.61 -0.07 0.17
H 3.419 -1.292 6.405 -0.29 0.25 0.14
H 5.780 -3.164 9.695 0.04 0.37 -0.15
H 5.284 -2.895 11.371 -0.12 -0.14 -0.12
H 6.907 -2.469 10.921 0.00 0.37 -0.41
C -4.343 -4.601 -4.171 -0.84 -0.82 0.34
O -4.159 -3.500 -5.032 0.75 0.66 -1.26
P -4.902 -3.323 -6.437 -1.00 1.03 0.37
O -6.397 -3.224 -6.354 2.57 -0.08 -0.51
O -4.162 -1.984 -7.064 -1.85 -1.83 1.09
C -2.753 -1.880 -7.017 0.96 -0.29 -0.21
O -4.357 -4.595 -7.281 1.65 1.55 2.06
C -4.888 -4.800 -8.531 -2.61 -1.16 -1.19
H -4.316 -5.551 -4.705 -0.26 0.05 -0.25
H -5.309 -4.447 -3.690 0.01 -0.40 0.15
H -3.573 -4.710 -3.407 0.19 0.78 -0.19
H -2.305 -2.848 -6.793 0.14 0.01 -0.13
H -2.390 -1.177 -6.268 -0.42 0.08 0.10
H -2.420 -1.539 -7.998 0.03 -0.06 0.03
H -4.607 -5.772 -8.936 0.63 0.20 0.10
H -4.796 -4.015 -9.281 0.52 0.20 0.26
H -5.948 -4.922 -8.310 -0.48 0.11 -0.76
C -2.884 -8.877 3.448 -0.03 0.91 -1.07
O -2.429 -7.832 4.284 0.60 0.95 0.83
P -2.760 -6.274 4.107 -0.40 0.47 0.44
O -2.549 -5.507 5.360 -0.04 -0.84 -1.65
O -1.857 -5.900 2.800 -1.71 -0.34 0.37
C -1.265 -4.609 2.604 1.21 1.10 1.62
O -4.326 -6.221 3.599 3.87 1.07 -1.83
C -5.417 -6.395 4.394 -1.39 -1.89 0.99
H -2.856 -8.457 2.442 -0.86 -0.27 -0.30
H -3.870 -9.143 3.830 0.06 -0.48 -0.57
H -2.178 -9.701 3.349 0.01 -0.02 0.93
H -0.194 -4.741 2.759 0.01 -0.08 0.09
H -1.597 -3.912 3.373 -0.07 -0.17 0.22
H -1.320 -4.014 1.692 -0.99 -1.16 -0.71
H -5.215 -6.261 5.457 -0.15 0.48 -0.04
H -5.668 -7.445 4.245 -0.46 -0.37 0.48
H -6.299 -5.879 4.014 0.35 0.63 0.18
```
Forces are in eV/Å.

Properties
- gap between HOMO and LUMO (eV) = 7.18
- HOMO level (eV) = -7.768
- charge = -1
- calculated total energy (Ha) = -7976.3692


Record 3
This record from the Open Molecules 2025 dataset describes a 3-piece molecular cluster, C4H10O3 overall at a distorted geometry. The level of theory is wB97M-V/def2-TZVPD.

```
17
Properties=species:S:1:pos:R:3:forces:R:3
C -0.422 -2.029 -0.946 -0.19 2.05 4.20
C -0.103 -0.885 -0.223 -0.86 -0.92 -1.98
C 1.087 -0.022 -0.449 1.68 2.01 1.02
C 1.800 0.500 0.605 -1.30 -1.45 0.58
O 1.482 0.399 -1.713 -0.92 -0.62 -0.52
H -0.296 -2.084 -1.962 1.52 -1.06 -2.16
H -0.898 -2.798 -0.310 -0.84 0.56 -1.18
H -0.931 -0.421 0.377 1.73 -1.26 0.92
H 2.408 1.392 0.561 0.44 -0.28 -0.58
H 1.755 0.040 1.632 -0.35 0.54 -1.21
H 2.443 0.419 -1.846 -0.51 0.00 0.64
O -0.965 0.325 2.266 -0.17 -0.97 0.09
H -1.401 1.046 2.675 -0.91 1.07 0.63
H -0.063 0.617 2.222 0.80 0.11 -0.30
O -1.828 1.497 -0.764 -2.33 0.24 0.32
H -2.745 1.131 -0.878 1.22 0.72 0.30
H -1.323 0.872 -1.249 0.99 -0.75 -0.79
```
Forces are in eV/Å.

Properties
- gap between HOMO and LUMO (eV) = 8.68
- HOMO level (eV) = -8.494
- calculated total energy (Ha) = -383.9982
- relative energy (zero: lowest compared OMol25 entry of this formula, charge and spin) (kJ/mol) = 397.66


Record 4
This record from the Open Molecules 2025 dataset describes C4H5NO in the gas phase at a distorted geometry. The level of theory is wB97M-V/def2-TZVPD.

```
11
Properties=species:S:1:pos:R:3:forces:R:3
C -0.316 1.356 0.321 0.02 0.16 -0.08
C 1.084 -0.811 0.855 -0.18 -0.21 0.04
O -0.421 -0.014 0.770 -0.04 -0.02 0.09
C -0.006 -1.081 -0.129 0.00 -0.05 -0.08
C 0.165 -0.696 -1.528 0.11 0.25 -0.88
N 0.272 -0.410 -2.643 -0.09 -0.26 1.02
H -0.906 1.930 1.035 0.12 -0.06 -0.08
H 0.734 1.650 0.337 -0.14 -0.01 -0.04
H -0.735 1.449 -0.683 0.01 0.01 0.14
H 0.856 -1.476 1.705 0.04 0.12 -0.11
H -0.726 -1.898 -0.039 0.16 0.07 -0.02
```
Forces are in eV/Å.

Properties
- gap between HOMO and LUMO (eV) = 9.81
- HOMO level (eV) = -9.068
- calculated total energy (Ha) = -285.2260
- relative energy (zero: lowest compared OMol25 entry of this formula, charge and spin) (kJ/mol) = 495.17